<one>
{"formula": "C32H88N8O8", "method": "ωB97M-V/def2-TZVPD", "symbols": ["C", "C", "C", "O", "C", "N", "H", "H", "H", "H", "H", "H", "H", "H", "H", "H", "H", "C", "C", "C", "O", "C", "N", "H", "H", "H", "H", "H", "H", "H", "H", "H", "H", "H", "C", "C", "C", "O", "C", "N", "H", "H", "H", "H", "H", "H", "H", "H", "H", "H", "H", "C", "C", "C", "O", "C", "N", "H", "H", "H", "H", "H", "H", "H", "H", "H", "H", "H", "C", "C", "C", "O", "C", "N", "H", "H", "H", "H", "H", "H", "H", "H", "H", "H", "H", "C", "C", "C", "O", "C", "N", "H", "H", "H", "H", "H", "H", "H", "H", "H", "H", "H", "C", "C", "C", "O", "C", "N", "H", "H", "H", "H", "H", "H", "H", "H", "H", "H", "H", "C", "C", "C", "O", "C", "N", "H", "H", "H", "H", "H", "H", "H", "H", "H", "H", "H"], "positions_angstrom": [[1.5282, 2.0954, -1.7209], [0.0702, 2.5394, -1.5577], [-0.8291, 1.3607, -1.9136], [-0.6839, 0.2302, -1.1250], [-1.3810, -0.8505, -1.6620], [-0.1614, 3.1044, -0.2171], [1.6303, 1.7381, -2.7452], [1.8002, 1.3083, -1.0140], [2.2220, 2.9193, -1.5216], [-0.0549, 3.2806, -2.3546], [-0.6700, 1.1396, -2.9876], [-1.8718, 1.7447, -1.8716], [-0.8407, -1.2483, -2.5328], [-2.4152, -0.5890, -1.9379], [-1.4937, -1.6593, -0.9370], [-1.1807, 3.0755, -0.1015], [0.2234, 2.4482, 0.4591], [2.4964, 6.7313, -2.8462], [2.0135, 6.5242, -1.4394], [2.1786, 7.7741, -0.6111], [1.7691, 7.5255, 0.7092], [2.2556, 8.4618, 1.6149], [0.6111, 6.0372, -1.4405], [3.5852, 6.8769, -2.8481], [2.0832, 7.6310, -3.3160], [2.2204, 5.9002, -3.4916], [2.6157, 5.7338, -0.9661], [1.6336, 8.6236, -1.0591], [3.2425, 8.0651, -0.6736], [1.9412, 8.1663, 2.6131], [1.8713, 9.4822, 1.4381], [3.3521, 8.5471, 1.5771], [0.6294, 5.0299, -1.3726], [0.1149, 6.3874, -0.6305], [0.0070, -0.1132, 3.5385], [-0.1679, -1.4980, 2.8821], [0.8953, -2.4756, 3.1937], [2.0300, -2.1969, 2.3902], [3.0119, -3.2207, 2.4620], [-1.5272, -2.0594, 3.1900], [-0.7132, 0.6169, 3.1587], [0.9886, 0.3429, 3.4284], [-0.1384, -0.2008, 4.6272], [-0.1953, -1.3090, 1.8007], [0.4988, -3.4497, 2.8724], [1.1411, -2.5318, 4.2633], [3.9536, -2.7742, 2.1195], [2.8084, -3.9903, 1.7086], [3.1799, -3.5723, 3.4808], [-1.5089, -2.6977, 3.9759], [-2.1611, -1.2921, 3.3644], [6.1879, 0.8767, -0.4980], [5.8358, -0.5666, -0.7544], [4.4141, -0.7235, -1.1959], [4.2394, -2.0338, -1.6778], [2.9306, -2.2214, -2.2340], [6.7728, -1.1640, -1.7958], [7.2783, 1.0120, -0.5245], [5.8970, 1.2148, 0.5033], [5.8251, 1.5841, -1.2459], [5.9384, -1.1778, 0.1612], [4.0859, 0.0209, -1.9325], [3.8415, -0.5605, -0.2661], [2.7809, -3.2471, -2.5575], [2.8576, -1.5860, -3.1320], [2.1355, -1.9465, -1.5287], [7.6999, -1.2033, -1.3843], [6.4564, -2.1132, -1.9822], [-1.8856, -4.8304, -5.4542], [-1.7624, -5.5812, -4.1428], [-0.8011, -4.7973, -3.2883], [-0.5894, -5.4742, -2.0729], [0.5020, -4.9420, -1.3856], [-3.0577, -5.5987, -3.4830], [-2.4800, -3.9254, -5.3174], [-2.3297, -5.4354, -6.2561], [-0.9217, -4.5673, -5.9026], [-1.3387, -6.5727, -4.3535], [-1.3253, -3.8544, -3.0519], [0.1411, -4.6216, -3.8148], [0.2176, -3.9205, -1.0621], [1.4331, -4.8864, -1.9568], [0.6865, -5.4895, -0.4638], [-3.0777, -6.3063, -2.7453], [-3.7151, -6.0093, -4.1552], [5.1092, -1.0014, 4.5986], [4.5570, 0.3695, 4.4177], [3.6108, 0.4495, 3.2362], [3.3018, 1.8022, 3.0496], [2.6356, 2.1052, 1.8263], [3.9399, 0.8521, 5.6830], [5.7457, -1.0732, 5.4808], [5.6994, -1.2827, 3.7215], [4.3274, -1.7587, 4.7399], [5.3755, 1.0681, 4.2103], [2.6725, -0.0678, 3.4385], [4.1135, -0.0274, 2.3797], [1.8111, 1.3894, 1.6768], [3.3399, 2.0693, 0.9905], [2.1745, 3.0809, 1.9499], [3.2742, 1.5935, 5.4476], [3.3213, 0.1232, 6.0529], [-5.0696, 2.2401, -2.2461], [-5.0123, 3.3194, -1.1857], [-6.3904, 3.4854, -0.5906], [-6.4039, 4.2422, 0.5720], [-6.0704, 5.5779, 0.3304], [-4.0126, 3.0067, -0.1888], [-5.2388, 1.2700, -1.7563], [-4.1335, 2.1637, -2.7944], [-5.9065, 2.3773, -2.9320], [-4.8203, 4.2618, -1.7164], [-6.7758, 2.4965, -0.3039], [-7.1086, 3.8684, -1.3292], [-6.6182, 6.0255, -0.5143], [-4.9986, 5.6635, 0.1238], [-6.3481, 6.1853, 1.1897], [-4.0095, 2.0098, 0.0145], [-4.3122, 3.4455, 0.6850], [-3.1556, -6.0690, 0.5011], [-4.1943, -4.9892, 0.0909], [-4.9441, -4.4658, 1.3100], [-5.9121, -5.4639, 1.6909], [-6.8670, -5.0033, 2.5544], [-3.5773, -3.8538, -0.6252], [-3.6057, -6.8241, 1.1580], [-2.2863, -5.6361, 0.9916], [-2.8316, -6.5953, -0.3991], [-4.8965, -5.4846, -0.5856], [-5.4372, -3.5030, 1.1241], [-4.2403, -4.3685, 2.1613], [-6.4325, -4.5592, 3.4607], [-7.4831, -5.8610, 2.7961], [-7.4732, -4.2197, 2.0758], [-2.8334, -3.3914, -0.1002], [-3.0910, -4.1080, -1.4840]], "lowdin_charge": [-0.0614, -0.4260, -0.2507, -0.1703, -0.1170, 0.0675, 0.0815, 0.0600, 0.0734, 0.1292, 0.1307, 0.1091, 0.0893, 0.0952, 0.0672, 0.0625, 0.0480, -0.0815, -0.4478, -0.2324, -0.1788, -0.1309, 0.0591, 0.0790, 0.0794, 0.0720, 0.1352, 0.1369, 0.1283, 0.0871, 0.0908, 0.0885, 0.0143, 0.0635, -0.0466, -0.4135, -0.2273, -0.2042, -0.0978, 0.0382, 0.0791, 0.0329, 0.0876, 0.1316, 0.1282, 0.1369, 0.0787, 0.0877, 0.0856, 0.0633, 0.0599, -0.0664, -0.4264, -0.2420, -0.1905, -0.0818, 0.0390, 0.0773, 0.0701, 0.0814, 0.1318, 0.1255, 0.1220, 0.0659, 0.0944, 0.0862, 0.0605, 0.0571, -0.0743, -0.4541, -0.2324, -0.1860, -0.1189, 0.0528, 0.0853, 0.0794, 0.0790, 0.1449, 0.1232, 0.1270, 0.0860, 0.0723, 0.0887, 0.0716, 0.0869, -0.0734, -0.4359, -0.2330, -0.1875, -0.0867, 0.0441, 0.0826, 0.0799, 0.0717, 0.1410, 0.0868, 0.1220, 0.0721, 0.0800, 0.0927, 0.0657, 0.0668, -0.0670, -0.4765, -0.2466, -0.1824, -0.1174, 0.0626, 0.0841, 0.0679, 0.0829, 0.1348, 0.1352, 0.1308, 0.0964, 0.0878, 0.0904, 0.0791, 0.0750, -0.0565, -0.4067, -0.1870, -0.1996, -0.1575, 0.0406, 0.0761, 0.0697, 0.0547, 0.1358, 0.1212, 0.1288, 0.0885, 0.0877, 0.0888, 0.0551, 0.0271], "multiplicity": 1, "charge": 0, "homo_ev": -8.7, "gap_ev": 9.23, "smiles": "COC[C@H](C)N.COC[C@H](C)N.COC[C@H](C)N.COC[C@H](C)N.COC[C@H](C)N.COC[C@H](C)N.COC[C@H](C)N.COC[C@H](C)N", "lumo_ev": 0.55, "molar_mass_g_mol": 713.1}



<two>
{"formula": "C32H88N8O8", "method": "ωB97M-V/def2-TZVPD", "symbols": ["C", "C", "C", "O", "C", "N", "H", "H", "H", "H", "H", "H", "H", "H", "H", "H", "H", "C", "C", "C", "O", "C", "N", "H", "H", "H", "H", "H", "H", "H", "H", "H", "H", "H", "C", "C", "C", "O", "C", "N", "H", "H", "H", "H", "H", "H", "H", "H", "H", "H", "H", "C", "C", "C", "O", "C", "N", "H", "H", "H", "H", "H", "H", "H", "H", "H", "H", "H", "C", "C", "C", "O", "C", "N", "H", "H", "H", "H", "H", "H", "H", "H", "H", "H", "H", "C", "C", "C", "O", "C", "N", "H", "H", "H", "H", "H", "H", "H", "H", "H", "H", "H", "C", "C", "C", "O", "C", "N", "H", "H", "H", "H", "H", "H", "H", "H", "H", "H", "H", "C", "C", "C", "O", "C", "N", "H", "H", "H", "H", "H", "H", "H", "H", "H", "H", "H"], "positions_angstrom": [[-0.9384, 4.3430, 0.1427], [-2.1507, 4.5828, -0.7501], [-3.3122, 5.1329, 0.0467], [-4.3561, 5.4840, -0.8345], [-5.5470, 5.8346, -0.1673], [-1.7216, 5.5444, -1.7857], [-1.0052, 3.4652, 0.7906], [-0.8085, 5.2243, 0.7783], [-0.0525, 4.1850, -0.4706], [-2.4107, 3.6627, -1.2711], [-3.0035, 5.9983, 0.6606], [-3.6915, 4.4112, 0.7937], [-5.3388, 6.5243, 0.6596], [-6.0118, 4.9359, 0.2587], [-6.1907, 6.2972, -0.9091], [-1.5835, 6.4611, -1.3726], [-2.4634, 5.6427, -2.4689], [7.5537, 4.7724, -1.5119], [6.2508, 4.6046, -2.2847], [5.4548, 3.3861, -1.8336], [5.0287, 3.5943, -0.5020], [4.1487, 2.5807, -0.0051], [5.4597, 5.8422, -2.1797], [7.9846, 5.7483, -1.7313], [8.2688, 3.9743, -1.7046], [7.2998, 4.8276, -0.4492], [6.4926, 4.4057, -3.3357], [6.0921, 2.4925, -1.8617], [4.6186, 3.2745, -2.5369], [3.1234, 2.9281, 0.1445], [4.5871, 2.4984, 0.9949], [4.1830, 1.6403, -0.5513], [5.0955, 6.1254, -3.0792], [4.6711, 5.6641, -1.5674], [0.8452, -5.3426, -1.2895], [0.2265, -5.9386, -2.5439], [-0.3718, -7.2915, -2.2446], [0.6281, -8.1403, -1.7290], [0.1339, -9.4065, -1.4245], [-0.8826, -5.0897, -3.0017], [0.8941, -4.2600, -1.4170], [1.7982, -5.7933, -1.0262], [0.1994, -5.5189, -0.4208], [1.0303, -6.0698, -3.2802], [-0.8108, -7.7619, -3.1387], [-1.2110, -7.1689, -1.5447], [-0.5781, -9.4120, -0.5894], [0.9682, -10.0656, -1.1762], [-0.3628, -9.8903, -2.2808], [-0.6371, -4.1050, -2.9554], [-1.0296, -5.2506, -3.9944], [-1.9123, -5.7952, 2.2341], [-3.3038, -6.3778, 2.5189], [-3.3062, -7.8853, 2.3381], [-4.5533, -8.4338, 2.7268], [-5.2780, -9.1476, 1.7715], [-3.8305, -5.9367, 3.8218], [-2.0501, -4.9319, 1.5816], [-1.2221, -6.5024, 1.7671], [-1.3639, -5.3986, 3.0916], [-3.9458, -5.9234, 1.7616], [-2.5620, -8.3788, 2.9723], [-3.1213, -8.1020, 1.2778], [-5.9786, -8.5086, 1.2184], [-5.8226, -9.9566, 2.2555], [-4.6263, -9.6057, 1.0121], [-3.3908, -6.4873, 4.5558], [-4.8011, -6.2360, 3.8406], [3.1024, 0.3692, -3.3444], [2.1745, -0.6694, -3.9517], [2.3985, -2.0913, -3.4614], [3.7479, -2.4539, -3.6695], [3.9498, -3.7882, -3.3123], [0.7402, -0.3847, -3.7777], [2.9241, 1.3359, -3.8206], [4.1594, 0.1201, -3.4407], [2.8973, 0.4766, -2.2724], [2.3816, -0.7005, -5.0292], [1.7341, -2.7363, -4.0471], [2.1969, -2.1732, -2.3819], [3.2889, -4.4666, -3.8742], [3.7182, -3.9675, -2.2505], [4.9739, -4.1077, -3.4924], [0.5126, -0.4331, -2.7724], [0.6061, 0.6084, -3.9573], [5.8352, 4.9237, 5.1545], [4.3361, 5.1857, 5.2197], [3.5762, 4.1695, 4.3920], [3.8193, 4.3342, 3.0063], [3.1070, 5.3594, 2.3979], [3.8930, 5.1347, 6.6206], [6.1007, 3.8965, 5.4292], [6.4166, 5.5570, 5.8325], [6.2452, 5.1015, 4.1598], [4.2582, 6.1949, 4.7900], [2.5023, 4.3041, 4.5893], [3.9180, 3.1640, 4.6269], [2.0166, 5.1721, 2.4193], [3.3376, 5.4263, 1.3345], [3.2247, 6.3663, 2.8168], [2.9926, 5.5970, 6.7137], [4.5115, 5.7144, 7.1789], [-4.3477, 0.3113, -0.3158], [-5.3529, 1.0407, -1.1821], [-6.3767, 1.7959, -0.3644], [-7.4030, 0.9125, 0.0454], [-8.4109, 1.5295, 0.8057], [-4.6152, 2.0939, -1.9240], [-4.0145, -0.6351, -0.7471], [-4.6744, 0.0335, 0.6922], [-3.4965, 0.9682, -0.1159], [-5.8840, 0.3454, -1.8392], [-6.8153, 2.6305, -0.9311], [-5.8928, 2.2392, 0.5199], [-8.6758, 0.8996, 1.6536], [-9.2970, 1.7124, 0.1866], [-8.0883, 2.5067, 1.1859], [-5.2642, 2.5133, -2.5885], [-3.9441, 1.6407, -2.5436], [-0.7976, -1.8612, -0.1376], [-0.6657, -0.3868, 0.1795], [0.2597, -0.0632, 1.3270], [0.4971, 1.3233, 1.3127], [1.3735, 1.7358, 2.3403], [-0.2277, 0.3398, -1.0500], [-1.4261, -2.0485, -1.0039], [-1.1542, -2.4022, 0.7415], [0.2137, -2.2162, -0.3605], [-1.6405, 0.0514, 0.4278], [1.2293, -0.5847, 1.2595], [-0.1909, -0.3883, 2.2756], [1.6509, 2.7764, 2.1813], [2.2922, 1.1402, 2.3207], [0.8598, 1.6615, 3.3050], [0.2239, 1.1896, -0.7207], [-1.0397, 0.6793, -1.5568]], "lowdin_charge": [-0.0711, -0.4325, -0.2321, -0.2019, -0.1077, 0.0379, 0.0650, 0.0741, 0.0741, 0.1164, 0.1267, 0.1278, 0.0878, 0.0733, 0.0884, 0.0720, 0.0644, -0.0724, -0.4343, -0.2224, -0.2030, -0.0796, 0.0447, 0.0700, 0.0735, 0.0755, 0.1347, 0.1290, 0.1209, 0.0753, 0.0887, 0.0759, 0.0645, 0.0590, -0.0498, -0.4381, -0.2349, -0.1782, -0.1309, 0.0461, 0.0478, 0.0806, 0.0745, 0.1337, 0.1264, 0.1246, 0.0838, 0.0885, 0.0883, 0.0562, 0.0751, -0.0624, -0.4323, -0.2068, -0.1960, -0.1222, 0.0394, 0.0619, 0.0652, 0.0747, 0.1344, 0.1321, 0.1175, 0.0878, 0.0848, 0.0836, 0.0730, 0.0641, -0.0653, -0.4397, -0.2228, -0.1783, -0.1279, 0.0263, 0.0735, 0.0755, 0.0650, 0.1367, 0.1230, 0.1222, 0.0831, 0.0841, 0.0872, 0.0176, 0.0623, -0.0673, -0.4523, -0.1995, -0.1963, -0.1299, 0.0360, 0.0826, 0.0742, 0.0798, 0.1279, 0.1245, 0.1317, 0.0823, 0.0852, 0.0856, 0.0697, 0.0664, -0.0622, -0.4160, -0.2322, -0.1804, -0.1128, 0.0375, 0.0766, 0.0871, 0.0608, 0.1398, 0.1235, 0.1258, 0.0860, 0.0874, 0.0816, 0.0767, 0.0760, -0.0520, -0.4117, -0.2058, -0.2230, -0.0913, 0.0509, 0.0767, 0.0766, 0.0642, 0.1095, 0.1335, 0.1365, 0.0666, 0.0956, 0.0970, 0.0660, 0.0775], "multiplicity": 1, "charge": 0, "homo_ev": -8.9, "gap_ev": 9.54, "smiles": "COC[C@H](C)N.COC[C@H](C)N.COC[C@H](C)N.COC[C@H](C)N.COC[C@H](C)N.COC[C@H](C)N.COC[C@H](C)N.COC[C@H](C)N", "lumo_ev": 0.63, "molar_mass_g_mol": 713.1}



<three>
{"formula": "C32H88N8O8", "method": "ωB97M-V/def2-TZVPD", "symbols": ["C", "C", "C", "O", "C", "N", "H", "H", "H", "H", "H", "H", "H", "H", "H", "H", "H", "C", "C", "C", "O", "C", "N", "H", "H", "H", "H", "H", "H", "H", "H", "H", "H", "H", "C", "C", "C", "O", "C", "N", "H", "H", "H", "H", "H", "H", "H", "H", "H", "H", "H", "C", "C", "C", "O", "C", "N", "H", "H", "H", "H", "H", "H", "H", "H", "H", "H", "H", "C", "C", "C", "O", "C", "N", "H", "H", "H", "H", "H", "H", "H", "H", "H", "H", "H", "C", "C", "C", "O", "C", "N", "H", "H", "H", "H", "H", "H", "H", "H", "H", "H", "H", "C", "C", "C", "O", "C", "N", "H", "H", "H", "H", "H", "H", "H", "H", "H", "H", "H", "C", "C", "C", "O", "C", "N", "H", "H", "H", "H", "H", "H", "H", "H", "H", "H", "H"], "positions_angstrom": [[13.8622, 8.2667, 16.9050], [14.6540, 8.1696, 15.5781], [13.6954, 8.4748, 14.4329], [14.3641, 8.5968, 13.2344], [13.3838, 8.6464, 12.1946], [15.7145, 9.1692, 15.5853], [12.9690, 7.6595, 16.8905], [13.6417, 9.2537, 17.1584], [14.5242, 7.7815, 17.6433], [15.0985, 7.1719, 15.5502], [13.1674, 9.4347, 14.6456], [12.9828, 7.6372, 14.4094], [12.7328, 7.7537, 12.2900], [13.9588, 8.6166, 11.2427], [12.7813, 9.5741, 12.2507], [16.3749, 8.9155, 16.3183], [16.2883, 9.0254, 14.7604], [17.7370, 12.9777, 18.5472], [17.9788, 11.6959, 17.6818], [18.5934, 12.0608, 16.3486], [17.7059, 12.9534, 15.5927], [18.2693, 13.2718, 14.3447], [18.7830, 10.6582, 18.2494], [16.7422, 13.3604, 18.2784], [18.4382, 13.7327, 18.4702], [17.7075, 12.7605, 19.6276], [16.9938, 11.3242, 17.4582], [18.7083, 11.0967, 15.7716], [19.5559, 12.5743, 16.4176], [19.0860, 14.0001, 14.4418], [17.4577, 13.7927, 13.7568], [18.5560, 12.3958, 13.8025], [19.4033, 11.0211, 18.9592], [18.1909, 9.9527, 18.6974], [16.1097, 12.9452, 8.5931], [17.4753, 13.3421, 9.1453], [17.3278, 13.5980, 10.7223], [16.2353, 14.5186, 11.1190], [16.2296, 15.9006, 10.6192], [18.4669, 12.2980, 8.9884], [15.3891, 13.6862, 8.9212], [15.7620, 12.0055, 9.1213], [16.0819, 12.8629, 7.5354], [17.8187, 14.2372, 8.6342], [18.2748, 14.0402, 10.9703], [17.0451, 12.7344, 11.3491], [15.5738, 16.3940, 11.3200], [15.8412, 15.9199, 9.6262], [17.2455, 16.3107, 10.6742], [18.7787, 12.0547, 8.0708], [18.1342, 11.4408, 9.3944], [20.6825, 19.6770, 14.5432], [19.4059, 19.8045, 15.3769], [18.4777, 18.6800, 14.8404], [17.3320, 18.8081, 15.6616], [16.6174, 17.5659, 15.7155], [19.7396, 19.7173, 16.7943], [21.0211, 18.5869, 14.4903], [21.5362, 20.3663, 14.8517], [20.3945, 19.9619, 13.5649], [18.7842, 20.6883, 15.1962], [18.9068, 17.7169, 14.8777], [18.3952, 18.8239, 13.7540], [15.5624, 17.7202, 16.0459], [17.0954, 16.8257, 16.3607], [16.5468, 17.0701, 14.7035], [18.9187, 19.3830, 17.3265], [20.4371, 18.9770, 16.9235], [19.2948, 17.2925, 19.6965], [18.1822, 16.9125, 20.6319], [17.4172, 15.7786, 19.9968], [16.6839, 16.1417, 18.8208], [15.4351, 16.6907, 19.1628], [18.6769, 16.3490, 21.9234], [19.8970, 18.1433, 20.1633], [18.8414, 17.6456, 18.7276], [19.9895, 16.4649, 19.4079], [17.5121, 17.7829, 20.8348], [16.7296, 15.2914, 20.7592], [18.2155, 15.0586, 19.7389], [15.0390, 17.3077, 18.3852], [15.4717, 17.1878, 20.0966], [14.7262, 15.8847, 19.3408], [19.3550, 16.9881, 22.3036], [17.8793, 16.2425, 22.5656], [10.1663, 6.1461, 16.5552], [9.6797, 7.2093, 17.5071], [9.2754, 8.4883, 16.7563], [10.3789, 8.8026, 15.9377], [10.1451, 10.0799, 15.3917], [8.5147, 6.7759, 18.3294], [9.3698, 5.6978, 16.0401], [10.6669, 5.3856, 17.0878], [10.8965, 6.5904, 15.8730], [10.4582, 7.4350, 18.1943], [9.0304, 9.2726, 17.5098], [8.3445, 8.3751, 16.1731], [9.1512, 10.1116, 14.8184], [10.9543, 10.2526, 14.6963], [10.1296, 10.9299, 16.0837], [8.8860, 6.0541, 18.9181], [7.9198, 6.2834, 17.6961], [12.9344, 13.6373, 15.2645], [13.7129, 12.3327, 15.0176], [14.1815, 12.1217, 13.6166], [12.9775, 11.8998, 12.7332], [13.5186, 12.0912, 11.4106], [14.8697, 12.2244, 15.9528], [12.2352, 13.8374, 14.4493], [13.6902, 14.5009, 15.2287], [12.5979, 13.6179, 16.3279], [13.1174, 11.4546, 15.2500], [14.8803, 11.2909, 13.4155], [14.6549, 13.0868, 13.2686], [14.1422, 12.9739, 11.3927], [12.7249, 12.1525, 10.6310], [14.1703, 11.1743, 11.0863], [15.6075, 12.8386, 15.5864], [15.2260, 11.2918, 15.8508], [13.9413, 12.9293, 20.5240], [13.9092, 11.5454, 19.8706], [12.5856, 11.3468, 19.1880], [11.4883, 11.6190, 20.1250], [10.2255, 11.2464, 19.6990], [15.0129, 11.1957, 18.9384], [13.8779, 13.6341, 19.6582], [14.9335, 13.0915, 21.0277], [13.0559, 13.0273, 21.1121], [13.9450, 10.8105, 20.6812], [12.4514, 10.3656, 18.7799], [12.5993, 12.0669, 18.3837], [10.1549, 10.1129, 19.6596], [9.9891, 11.5881, 18.7140], [9.5385, 11.5915, 20.4537], [14.9544, 11.8274, 18.1170], [15.8903, 11.3405, 19.4114]], "lowdin_charge": [-0.0381, -0.4023, -0.2484, -0.1849, -0.0933, 0.0503, 0.0599, 0.0308, 0.0877, 0.1359, 0.1166, 0.1250, 0.0929, 0.0963, 0.0774, 0.0814, 0.0805, -0.0495, -0.4456, -0.1661, -0.2319, -0.1227, 0.0472, 0.0797, 0.0327, 0.0846, 0.0851, 0.1320, 0.1247, 0.0895, 0.0924, 0.0742, 0.0750, 0.0813, -0.0656, -0.4209, -0.1414, -0.2649, -0.0615, 0.0281, 0.0580, 0.0932, 0.0602, 0.1314, 0.1008, 0.1213, 0.0808, 0.0641, 0.0886, 0.0648, 0.0662, -0.0827, -0.4376, -0.2336, -0.1834, -0.0962, 0.0373, 0.1012, 0.0993, 0.0473, 0.1391, 0.0972, 0.1249, 0.0896, 0.0746, 0.0928, 0.0585, 0.0700, -0.0707, -0.4610, -0.2382, -0.1863, -0.0949, 0.0355, 0.1006, 0.0730, 0.0948, 0.1416, 0.1388, 0.0932, 0.0745, 0.0700, 0.0750, 0.0584, 0.0791, -0.0537, -0.4173, -0.2181, -0.2011, -0.1110, 0.0455, 0.0651, 0.0655, 0.0694, 0.1203, 0.1198, 0.1309, 0.1151, 0.0630, 0.0812, 0.0591, 0.0526, -0.0396, -0.4397, -0.1644, -0.2123, -0.1333, 0.0628, 0.0726, 0.0930, 0.0718, 0.1058, 0.1243, 0.1252, 0.0490, 0.0953, 0.0984, 0.0608, 0.0185, -0.0481, -0.4348, -0.1671, -0.1943, -0.1305, 0.0625, 0.0783, 0.0873, 0.0596, 0.1357, 0.1051, 0.1101, 0.0990, 0.0654, 0.0858, 0.0364, 0.0398], "multiplicity": 1, "charge": 0, "homo_ev": -8.9, "gap_ev": 9.49, "smiles": "COC[C@H](C)N.COC[C@H](C)N.COC[C@H](C)N.COC[C@H](C)N.COC[C@H](C)N.COC[C@H](C)N.COC[C@H](C)N.COC[C@H](C)N", "lumo_ev": 0.59, "molar_mass_g_mol": 713.1}



Most stable pick: <one>. Distance to second place: 17.1 kJ/mol.